7
Properties=species:S:1:pos:R:3:lowdin_charge:R:1 method="wB97M-V/def2-TZVPD" multiplicity=2 orbital_gap_ev="8.9 / 5.3" de_lowest_kj_mol=245.5 e_lumo_ev="-5.77 / -9.23" fmax_ev_per_a=9.13 energy_ev=-11902.2940 charge=+1
C -0.175 -2.625 0.079 0.2727
H -0.316 -3.628 -0.286 0.0901
C -0.064 -1.489 0.480 0.0869
O 0.498 0.110 1.894 0.3207
C -0.191 -0.028 0.874 -0.5051
Tl -0.868 2.520 -0.424 1.0688
O -0.204 0.790 -0.106 -0.3341